Record 1
# C4H6N2OS

C4H6N2OS in the gas phase (ωB97M-V/def2-TZVPD, OMol25).

Computed properties:
HOMO-LUMO gap ... 8.7 eV
Relative energy (zero: lowest compared OMol25 entry of this formula, charge and spin) ... 489.64 kJ/mol
Charge ... 0
E ... -20104.2668 eV
SMILES ... C=CC(=O)/C(N)=N/S

Atoms and positions in Å:
C 0.387 -0.002 0.863
C -0.662 -0.407 -0.230
C -0.800 0.626 -1.443
C -1.467 0.147 -2.570
H 0.396 -1.797 1.608
H 1.928 -1.046 1.956
H 1.057 1.023 2.954
H -0.520 1.724 -1.565
H -1.199 0.658 -3.498
H -1.742 -1.024 -2.434
N 0.784 -0.972 1.861
N 0.840 1.244 0.788
O -1.218 -1.457 -0.250
S 2.216 1.283 1.961

Atom charges from the Mulliken analysis, given in e for atoms 1 to 2: atom 1 (C): 0.36, atom 2 (C): 0.79

Record 2
# C4H6N2OS

C4H6N2OS in the gas phase (ωB97M-V/def2-TZVPD, OMol25).

Computed properties:
HOMO-LUMO gap ... 10.4 eV
Relative energy (zero: lowest compared OMol25 entry of this formula, charge and spin) ... 531.71 kJ/mol
Charge ... 0
E ... -20103.8308 eV
SMILES ... N#CC/C=C\[S@@H](=N)=O

Atoms and positions in Å:
C -0.781 -1.106 0.040
C 0.351 -0.743 0.576
C -2.227 0.943 0.106
C -1.692 -0.135 -0.685
N -2.710 1.819 0.653
N 2.693 0.599 0.635
O 1.004 1.314 -1.186
S 1.291 0.898 0.141
H -1.247 -2.020 0.169
H 1.138 -1.469 1.030
H 0.553 1.673 1.143
H -1.442 0.392 -1.526
H -2.560 -0.835 -0.952
H 3.417 1.216 0.279

Atom charges from the Mulliken analysis, given in e for atoms 1 to 2: atom 1 (C): -0.07, atom 2 (C): -0.57

Record 3
# C4H6N2OS

C4H6N2OS in the gas phase (ωB97M-V/def2-TZVPD, OMol25).

Computed properties:
HOMO-LUMO gap ... 8.9 eV
Relative energy (zero: lowest compared OMol25 entry of this formula, charge and spin) ... 511.91 kJ/mol
Charge ... 0
E ... -20104.0360 eV
SMILES ... [H]/N=C1\SCON1C=C

Atoms and positions in Å:
C -1.757 1.037 -1.409
C -0.984 -0.164 -1.234
C 0.608 0.629 1.835
C 1.043 -0.931 0.019
H -1.894 1.786 -0.563
H -2.463 1.156 -2.200
H -0.752 -1.045 -1.905
H 0.895 1.553 2.455
H 0.087 -0.062 2.517
H 2.114 -2.350 -0.527
N 0.007 -0.216 -0.153
N 1.278 -1.917 -0.775
O -0.258 0.859 0.726
S 2.075 -0.335 1.214

Atom charges from the Mulliken analysis, given in e for atoms 1 to 2: atom 1 (C): -0.71, atom 2 (C): -0.21

Record 4
# C4H6N2OS

A 2-piece molecular cluster, C4H6N2OS overall (ωB97M-V/def2-TZVPD, OMol25).

Computed properties:
HOMO-LUMO gap ... 8.1 eV
Relative energy (zero: lowest compared OMol25 entry of this formula, charge and spin) ... 627.88 kJ/mol
Charge ... 0
E ... -20102.8341 eV

Atoms and positions in Å:
C 2.138 0.348 0.574
C -0.475 -1.045 -0.300
C -1.480 -0.068 -0.974
C -1.071 1.072 -0.025
H 2.952 0.602 1.238
H 0.950 -0.930 2.187
H 0.447 -1.339 -0.827
H -1.141 -1.871 0.200
H -2.646 -0.199 -1.008
H -1.375 0.183 -2.143
N 0.966 0.205 1.214
N -0.283 0.049 0.668
O -1.002 2.276 0.270
S 2.018 0.716 -1.075

Atom charges from the Mulliken analysis, given in e for atoms 1 to 2: atom 1 (C): -0.12, atom 2 (C): -0.47

Record 5
# C4H6N2OS

A 2-piece molecular cluster, C4H6N2OS overall (ωB97M-V/def2-TZVPD, OMol25).

Computed properties:
HOMO-LUMO gap ... 7.7 eV
Relative energy (zero: lowest compared OMol25 entry of this formula, charge and spin) ... 736.42 kJ/mol
Charge ... 0
E ... -20101.7092 eV

Atoms and positions in Å:
C 1.066 2.181 0.154
C 0.968 0.811 0.311
C -0.319 0.639 -0.184
C -1.893 -1.848 0.275
N 0.010 2.777 -0.320
N 1.827 -0.096 0.774
O -0.932 1.814 -0.518
S -1.185 -3.073 -0.442
H 1.920 2.784 0.487
H -0.990 0.014 -0.188
H -2.930 -1.509 0.278
H 1.587 -1.111 0.579
H 2.744 0.152 0.452
H -1.872 -3.533 -1.658

Atom charges from the Mulliken analysis, given in e for atoms 1 to 2: atom 1 (C): -0.54, atom 2 (C): 0.78

Record 6
# C4H6N2P2

C4H6N2P2 in the gas phase (ωB97M-V/def2-TZVPD, OMol25).

Computed properties:
HOMO-LUMO gap ... 9.4 eV
Charge ... 0
E ... -25798.1578 eV
SMILES ... Pc1ccnnc1P

Atoms and positions in Å:
C -0.323 0.912 -1.327
C 0.865 1.699 -1.104
C -0.690 0.054 -0.358
C 0.746 -0.176 0.782
N 1.762 1.695 -0.171
N 1.724 0.591 0.755
P -2.016 -1.155 -0.070
P 0.564 -1.664 1.720
H -0.965 1.341 -2.067
H 0.948 2.538 -1.669
H -1.183 -2.034 -0.726
H -2.692 -0.975 -1.264
H -0.314 -1.140 2.606
H 1.574 -1.686 2.892

Atom charges from the Mulliken analysis, given in e for atoms 1 to 2: atom 1 (C): -0.35, atom 2 (C): -0.10

Record 7
# C4H6N2S

C4H6N2S in the gas phase (ωB97M-V/def2-TZVPD, OMol25).

Computed properties:
HOMO-LUMO gap ... 7.6 eV
Relative energy (zero: lowest compared OMol25 entry of this formula, charge and spin) ... 319.56 kJ/mol
Charge ... 0
E ... -18057.6612 eV

Atoms and positions in Å:
C 0.302 1.748 0.236
C 1.023 0.569 0.389
C -1.388 0.319 -0.270
C 0.546 -1.886 -0.009
N -0.969 1.507 -0.192
N 0.371 -0.513 0.278
S -2.561 -0.678 -0.621
H 0.689 2.765 0.176
H 2.077 0.465 0.538
H 0.202 -2.450 0.903
H -0.207 -1.968 -0.824
H 1.509 -2.153 -0.172
H -1.594 2.275 -0.432

Atom charges from the Mulliken analysis, given in e for atoms 1 to 2: atom 1 (C): -0.80, atom 2 (C): 0.10

Record 8
# C4H6N2S

C4H6N2S in the gas phase (ωB97M-V/def2-TZVPD, OMol25).

Computed properties:
HOMO-LUMO gap ... 7.9 eV
Relative energy (zero: lowest compared OMol25 entry of this formula, charge and spin) ... 561.71 kJ/mol
Charge ... 0
E ... -18055.1516 eV
SMILES ... C=CC(=S)NN=C

Atoms and positions in Å:
C 0.960 -1.737 -0.358
C 0.392 -1.110 -1.338
C -0.356 0.142 -1.309
C -0.332 1.322 2.144
H 1.365 -2.783 -0.667
H 0.928 -1.409 0.798
H 0.273 -1.843 -2.432
H -0.934 1.828 -0.328
H 0.233 1.384 3.066
H -1.508 1.779 2.137
N -0.335 0.935 -0.147
N 0.542 0.890 0.987
S -1.230 0.603 -2.554

Atom charges from the Mulliken analysis, given in e for atoms 1 to 2: atom 1 (C): -0.43, atom 2 (C): -0.19

Record 9
# C4H6N2S

C4H6N2S in the gas phase (ωB97M-V/def2-TZVPD, OMol25).

Computed properties:
HOMO-LUMO gap ... 8.4 eV
Relative energy (zero: lowest compared OMol25 entry of this formula, charge and spin) ... 416.06 kJ/mol
Charge ... 0
E ... -18056.6611 eV

Atoms and positions in Å:
C -1.403 0.574 -1.226
C -1.016 1.517 -0.393
C -0.105 -0.895 -0.109
C 0.637 -1.939 0.487
N -0.874 -0.684 -1.044
N 1.511 1.646 0.571
S 0.185 0.965 0.876
H -1.978 0.543 -2.109
H -1.427 2.542 -0.496
H 0.868 -1.532 1.511
H 1.690 -2.044 0.063
H 0.187 -3.011 0.471
H 1.725 2.319 1.399

Atom charges from the Mulliken analysis, given in e for atoms 1 to 2: atom 1 (C): -0.19, atom 2 (C): -0.40

Record 10
# C4H6N2S2

C4H6N2S2 in the gas phase (ωB97M-V/def2-TZVPD, OMol25).

Computed properties:
HOMO-LUMO gap ... 8.1 eV
Relative energy (zero: lowest compared OMol25 entry of this formula, charge and spin) ... 511.92 kJ/mol
Charge ... 0
E ... -28890.9050 eV
SMILES ... C=NN(C=S)CC=S

Atoms and positions in Å:
C 2.197 2.260 0.273
C -0.675 0.143 -0.646
C -1.705 0.003 0.615
C 1.619 -0.444 0.192
H 2.591 3.232 0.851
H 3.094 1.729 0.100
H -0.943 -0.885 -1.263
H -1.143 1.051 -1.055
H -1.299 -0.047 1.680
H 2.369 -0.105 0.868
N 1.000 1.827 -0.248
N 0.850 0.470 -0.460
S -3.228 0.020 0.052
S 1.588 -2.071 0.022

Atom charges from the Mulliken analysis, given in e for atoms 1 to 2: atom 1 (C): -0.35, atom 2 (C): -0.75

Record 11
# C4H6N2S2

C4H6N2S2 in the gas phase (ωB97M-V/def2-TZVPD, OMol25).

Computed properties:
HOMO-LUMO gap ... 8.2 eV
Relative energy (zero: lowest compared OMol25 entry of this formula, charge and spin) ... 0.00 kJ/mol
Charge ... 0
E ... -28896.2107 eV
SMILES ... Cn1cc(S)[nH]c1=S

Atoms and positions in Å:
C 0.301 -1.753 -1.214
C -0.451 0.608 -0.716
C -0.358 1.444 0.337
C 0.677 -0.503 0.895
H 1.377 -1.937 -1.399
H -0.136 -2.627 -0.681
H -0.226 -1.570 -2.148
H -0.934 0.776 -1.680
H -2.012 2.863 1.214
H 0.602 1.108 2.212
N 0.170 -0.574 -0.383
N 0.348 0.743 1.322
S -0.865 3.110 0.518
S 1.506 -1.689 1.724

Atom charges from the Mulliken analysis, given in e for atoms 1 to 2: atom 1 (C): -0.86, atom 2 (C): 0.06

Record 12
# C4H6N2S2

C4H6N2S2 in the gas phase (ωB97M-V/def2-TZVPD, OMol25).

Computed properties:
HOMO-LUMO gap ... 8.0 eV
Relative energy (zero: lowest compared OMol25 entry of this formula, charge and spin) ... 361.17 kJ/mol
Charge ... 0
E ... -28892.4674 eV
SMILES ... S=C=NNCCC=S

Atoms and positions in Å:
C -0.081 -1.417 1.203
C -0.892 2.285 2.576
C 0.060 -0.901 -0.198
C 0.644 0.570 -0.192
N -0.452 1.621 1.659
N -0.161 1.629 0.320
S 1.352 -1.774 1.887
S -1.443 2.866 3.919
H 0.726 -1.468 -0.702
H -0.819 -0.778 -0.812
H 1.489 0.602 0.377
H 0.769 0.791 -1.151
H -0.998 -1.566 1.566
H -0.948 1.629 -0.317

Atom charges from the Mulliken analysis, given in e for atoms 1 to 2: atom 1 (C): -0.31, atom 2 (C): 0.38